(1)
Computed, not measured: a cluster of 9 separate species, C33H92N8O9 in total, with the ωB97M-V functional and the def2-TZVPD basis.

Last column: Löwdin charge in e.
Atoms and positions in Å:
C  -2.7780  1.7156  0.5741  -0.0475
O  -4.1004  1.1930  0.8790  -0.1687
C  -4.4807  0.1790  0.0137  -0.2497
C  -5.8434  -0.2799  0.4419  -0.4255
C  -5.9729  -0.5800  1.9162  -0.0675
N  -6.2448  -1.5544  -0.1797  0.0492
H  -2.3572  2.2114  1.4533  0.0859
H  -2.7741  2.4655  -0.2358  0.0702
H  -2.1588  0.8381  0.3426  0.0729
H  -4.5081  0.4687  -1.0579  0.1245
H  -3.8279  -0.6937  -0.0308  0.1038
H  -6.5778  0.4896  0.2261  0.1385
H  -5.2386  -1.2900  2.2221  0.0593
H  -6.9158  -1.1055  2.0396  0.0820
H  -5.9818  0.2725  2.5701  0.0770
H  -5.5045  -2.1934  -0.0354  0.0404
H  -6.1725  -1.4273  -1.1888  0.0739
C  0.6443  2.2077  -2.1953  -0.1389
O  0.2977  1.4335  -1.0979  -0.2010
C  1.1117  0.2487  -1.1082  -0.1879
C  0.7257  -0.6356  0.0764  -0.3693
C  1.0832  0.0367  1.3728  -0.0445
N  1.4472  -1.9487  0.0271  0.0749
H  0.7126  1.6460  -3.1082  0.0735
H  1.6317  2.7087  -2.0724  0.1015
H  -0.1793  2.9287  -2.4155  0.0813
H  0.8585  -0.2218  -2.0953  0.1176
H  2.1813  0.4447  -1.0827  0.1058
H  -0.3399  -0.8133  0.0462  0.1095
H  2.1497  0.2455  1.5027  0.0807
H  0.7401  -0.4759  2.2493  0.0393
H  0.6326  1.0127  1.3111  0.0700
H  0.9681  -2.6540  -0.5263  0.0458
H  1.1726  -2.2029  0.9433  0.0302
C  -0.2063  4.9012  1.0867  -0.1061
O  0.7569  4.1939  1.8250  -0.1853
C  1.8650  3.9354  1.0284  -0.2257
C  3.0591  3.6810  1.9690  -0.4478
C  4.3051  3.1599  1.3555  -0.0752
N  2.6220  2.6568  2.9218  0.0520
H  0.0161  5.9620  1.0254  0.0856
H  -1.1275  4.8233  1.6729  0.0888
H  -0.3543  4.4772  0.0787  0.0889
H  1.6322  3.0391  0.4090  0.1173
H  2.2004  4.7974  0.4226  0.1354
H  3.2717  4.6706  2.3868  0.1354
H  5.0573  2.7678  2.0773  0.0887
H  4.8213  3.8948  0.7412  0.0781
H  4.1228  2.3211  0.6923  0.0693
H  3.4619  2.5634  3.5316  0.0754
H  1.8654  2.9845  3.5195  0.0766
C  -2.5666  0.3358  -3.4141  -0.0886
O  -2.7569  -1.0970  -3.2367  -0.1801
C  -1.5737  -1.6493  -2.7066  -0.2086
C  -1.7250  -3.1876  -2.4863  -0.4067
C  -2.8288  -3.4807  -1.4893  -0.0578
N  -0.4506  -3.5752  -1.9330  0.0398
H  -2.3795  0.8702  -2.4308  0.0951
H  -3.5519  0.7051  -3.7320  0.0778
H  -1.8311  0.5721  -4.1870  0.0866
H  -0.7345  -1.4424  -3.3381  0.1033
H  -1.4213  -1.2135  -1.6821  0.1157
H  -1.8895  -3.7540  -3.4171  0.1434
H  -3.8250  -3.4055  -1.9190  0.0760
H  -2.8544  -2.7317  -0.6957  0.0545
H  -2.7493  -4.4916  -1.0572  0.0839
H  -0.4762  -4.5068  -1.5719  0.0773
H  0.2232  -3.6407  -2.6875  0.0563
C  1.8649  -2.4976  -5.3178  -0.0899
O  2.9285  -1.8293  -4.6312  -0.2071
C  3.2830  -2.2436  -3.3036  -0.1566
C  3.8475  -0.9843  -2.5545  -0.4605
C  5.0475  -0.3675  -3.2097  -0.0527
N  4.2170  -1.4089  -1.2624  0.0736
H  2.3064  -3.2780  -5.9669  0.0865
H  1.3099  -1.7979  -5.9826  0.0945
H  1.2245  -2.9968  -4.5867  0.0548
H  2.3806  -2.6184  -2.8149  0.0958
H  4.0479  -3.0005  -3.3533  0.1143
H  2.9609  -0.3102  -2.5604  0.1028
H  4.7329  0.0462  -4.1975  0.0941
H  5.8448  -1.0703  -3.3448  0.0773
H  5.4595  0.4505  -2.6535  0.0668
H  3.4255  -1.6195  -0.7202  0.0068
H  4.8910  -0.8023  -0.8403  0.0802
C  -6.1258  3.1792  -2.3799  -0.1044
O  -4.7319  3.0037  -2.4553  -0.2017
C  -3.9367  4.1625  -2.3136  -0.2004
C  -3.4354  4.7814  -3.6501  -0.4202
C  -2.5950  3.7761  -4.4119  -0.0574
N  -2.5068  5.8618  -3.2685  0.0274
H  -6.6179  3.7751  -3.1561  0.0905
H  -6.4027  3.5051  -1.4044  0.0774
H  -6.5644  2.1861  -2.4965  0.0870
H  -4.4927  4.9365  -1.7751  0.1239
H  -3.0385  3.8849  -1.7431  0.1035
H  -4.3169  5.1372  -4.1949  0.1343
H  -1.6930  3.6108  -3.7939  0.0669
H  -2.1871  4.2494  -5.3066  0.0783
H  -3.0946  2.8485  -4.6562  0.0634
H  -2.0083  6.1854  -4.0741  0.0589
H  -2.9580  6.6904  -2.8732  0.0796
C  4.5176  0.2344  6.1092  -0.0952
O  4.4743  -0.9210  5.2787  -0.2005
C  3.9318  -0.6351  3.9831  -0.2089
C  4.0239  -1.9254  3.2248  -0.4572
C  2.9617  -2.9371  3.7430  -0.0389
N  5.3488  -2.4591  3.2058  0.0333
H  5.0237  1.0071  5.5439  0.0756
H  5.0508  -0.1104  6.9918  0.0910
H  3.5763  0.6741  6.3903  0.0761
H  2.8625  -0.3352  4.1037  0.1210
H  4.4788  0.1762  3.5256  0.1076
H  3.7919  -1.6890  2.1747  0.1192
H  2.0130  -2.3656  3.8668  0.0595
H  3.1565  -3.2921  4.7646  0.0819
H  2.7601  -3.7559  3.0795  0.0502
H  5.7741  -2.3902  4.1467  0.0804
H  5.3240  -3.4491  2.8826  0.0908
C  -0.6468  -3.8573  2.0033  -0.1110
O  -0.5570  -2.5219  2.3818  -0.2113
C  -1.8195  -2.0368  2.8082  -0.1848
C  -1.6192  -0.6331  3.3483  -0.4326
C  -0.6023  -0.4681  4.4845  -0.0408
N  -2.9604  -0.3363  3.8892  0.0346
H  -0.9379  -4.4793  2.8160  0.0799
H  0.2864  -4.2084  1.6403  0.0706
H  -1.4300  -4.0166  1.2006  0.0950
H  -2.5215  -2.0400  1.9153  0.1331
H  -2.2496  -2.6415  3.6163  0.1340
H  -1.3317  0.1001  2.5928  0.1036
H  -0.9661  -1.0023  5.3667  0.0894
H  -0.4587  0.6215  4.6502  0.0946
H  0.3428  -0.8708  4.2215  0.0215
H  -2.9725  0.6510  4.1881  0.0845
H  -3.6750  -0.2544  3.1466  0.0389
C  4.1879  -4.7966  -0.5818  -0.1222
O  3.3028  -4.2231  0.4216  -0.1562
H  5.0255  -4.1533  -0.7499  0.0564
H  4.4655  -5.7671  -0.2801  0.0579
H  3.6240  -4.7932  -1.5464  0.0739
H  2.9982  -3.3515  0.1687  -0.0085

The relative energy (zero: lowest compared OMol25 entry of this formula, charge and spin) comes out at 1.0377 eV. For the frontier orbital gap, the calculation gives 9.03 eV. The SMILES is COC[C@H](C)N.COC[C@H](C)N.COC[C@H](C)N.COC[C@H](C)N.COC[C@H](C)N.COC[C@H](C)N.COC[C@H](C)N.COC[C@H](C)N.CO. The electronic energy is -2427.51066 Ha. The highest occupied orbital energy comes out at -8.4 eV.

---

(2)
Computed, not measured: a structure of composition C7H4CuFNO4, with the ωB97M-V functional and the def2-TZVPD basis.

Last column: natural (NBO) charge in e.
Atoms and positions in Å:
C  1.9603  0.0882  0.5916  -0.6808
C  0.9497  0.2711  -0.6848  0.1333
F  1.1298  -0.7643  -1.6980  -0.3958
C  -0.5519  0.4803  -0.1923  -0.1978
C  -1.5665  -0.5097  -0.0642  0.2738
O  -1.5567  -1.9159  -0.3231  -0.4345
C  -0.4127  -2.5544  0.2421  0.5229
N  0.6848  -3.0786  0.2930  -0.3305
C  -2.8955  0.2100  0.5229  0.7539
O  -3.8467  -0.2691  1.1585  -0.4143
O  -2.6796  1.5514  0.0404  -0.4939
C  -1.2817  1.8559  0.1890  0.7873
O  -0.7735  2.9616  0.4947  -0.4633
H  2.0268  -1.0126  0.8903  0.2866
H  2.9879  0.5399  0.3029  0.1922
H  1.5891  0.7147  1.4932  0.2927
H  1.2826  1.2741  -1.1721  0.1840
Cu  2.9540  0.1573  -2.0842  0.9843

Its net charge is +1. For the frontier orbital gap, the calculation gives 8.02 eV. The electronic energy is -2364.70989 Ha. The highest occupied orbital energy comes out at -14.6 eV.

---

(3)
Computed, not measured: a cluster of 2 separate species, C5H8O2 in total, with the ωB97M-V functional and the def2-TZVPD basis.

Last column: natural (NBO) charge in e.
Atoms and positions in Å:
C  0.1100  1.1289  0.7129  0.0127
C  -1.0567  0.7624  0.1777  0.0217
O  -1.1966  0.0584  -0.9806  -0.4778
C  0.0036  -0.4464  -1.4937  0.0515
C  0.5848  -1.5813  -0.7014  -0.4744
C  1.2761  -0.2381  -0.7424  0.0614
O  1.3314  0.6532  0.3298  -0.4740
H  0.1965  1.8767  1.4875  0.2108
H  -2.0113  0.8942  0.6653  0.2072
H  0.0101  -0.4138  -2.5765  0.2050
H  0.0067  -1.8331  0.1859  0.2372
H  1.0334  -2.4231  -1.2172  0.2251
H  2.2051  -0.1783  -1.2963  0.2058
H  -1.5866  0.9933  2.8026  -0.0225
H  -0.9066  0.7470  2.6463  0.0103

The relative energy (zero: lowest compared OMol25 entry of this formula, charge and spin) comes out at 3.9604 eV. For the frontier orbital gap, the calculation gives 9.06 eV. The SMILES is C1=CO[C@@H]2C[C@@H]2O1.[H][H]. The electronic energy is -345.65942 Ha. The highest occupied orbital energy comes out at -8.0 eV.

---

(4)
Computed, not measured: a cluster of 21 separate species, H40O24P in total, with the ωB97M-V functional and the def2-TZVPD basis.

Last column: natural (NBO) charge in e.
Atoms and positions in Å:
P  -20.3020  15.2130  24.5670  2.7408
O  -20.2960  15.8360  23.2920  -1.2073
O  -20.3080  16.4560  25.6260  -1.2338
O  -19.1040  14.4540  24.8260  -1.1919
O  -21.4910  14.3580  24.7430  -1.1982
O  -18.8320  12.8660  27.8380  -0.9933
H  -18.6840  12.8430  26.9000  0.4742
H  -19.1610  13.7240  28.0810  0.4870
O  -17.9160  17.2480  25.3440  -1.0140
H  -18.8460  16.9880  25.5580  0.4688
H  -17.4480  16.5350  25.7560  0.4659
O  -23.4680  17.6740  24.0990  -0.9990
H  -23.2230  17.5620  25.0090  0.4769
H  -22.6770  17.4160  23.6390  0.4766
O  -24.5100  12.1620  24.8130  -0.9742
H  -24.0000  11.4400  24.4940  0.4618
H  -23.9140  12.7590  25.2570  0.4936
O  -18.2620  16.6720  22.2170  -1.0238
H  -19.0600  16.3260  22.6700  0.4815
H  -17.5440  16.0870  22.4830  0.4804
O  -18.6210  12.0580  25.2260  -0.9960
H  -17.7680  11.8430  24.8770  0.4776
H  -18.6600  13.0470  25.1820  0.4992
O  -21.8130  12.0800  23.5730  -1.0136
H  -21.6700  11.4210  24.2930  0.4770
H  -21.6350  12.9700  23.9570  0.4967
O  -21.0850  12.3270  26.3090  -0.9991
H  -21.1990  13.1150  25.7850  0.4739
H  -20.2080  11.9930  26.1070  0.4831
O  -23.3020  14.2550  26.4200  -1.0079
H  -24.0550  14.5150  25.8910  0.4701
H  -22.5170  14.3420  25.7950  0.4921
O  -21.4810  15.1370  21.1880  -0.9826
H  -20.9340  15.4420  21.9810  0.4935
H  -21.2230  14.2290  21.0760  0.4590
O  -19.6490  17.7230  27.7190  -1.0177
H  -19.7950  17.3470  26.7860  0.4839
H  -19.9780  17.0540  28.3390  0.4790
O  -17.3960  14.9040  26.4930  -1.0146
H  -18.2080  14.7200  25.8610  0.4898
H  -17.7550  15.3590  27.1990  0.4638
O  -17.0580  14.5860  23.6700  -1.0092
H  -17.9240  14.6650  24.1540  0.4753
H  -16.5610  15.1850  24.2780  0.4628
O  -18.7150  14.7490  20.1240  -0.9527
H  -18.2530  15.4730  19.6690  0.4426
H  -18.8260  15.1430  20.9670  0.4939
O  -19.2380  13.0870  22.4170  -0.9765
H  -20.2240  12.8460  22.3990  0.4779
H  -19.2050  13.8760  23.0560  0.4701
O  -23.3100  14.6700  23.1630  -1.0277
H  -22.4990  14.5750  23.7680  0.4615
H  -22.7500  14.7360  22.3860  0.4689
O  -20.4630  18.8480  25.0700  -1.0122
H  -20.3870  17.8910  25.2500  0.4866
H  -19.5580  19.2070  25.0140  0.4755
O  -22.3980  17.3720  26.5460  -0.9869
H  -21.6320  16.9080  26.1650  0.4868
H  -22.0870  18.2540  26.6320  0.4724
O  -21.2220  18.0410  22.4430  -1.0155
H  -20.7690  17.1730  22.6490  0.4919
H  -21.2700  18.5940  23.2100  0.4867
O  -20.3960  15.1860  27.7320  -1.0376
H  -21.2400  14.7750  27.8650  0.4939
H  -20.4130  15.7390  26.9230  0.4919

The relative energy (zero: lowest compared OMol25 entry of this formula, charge and spin) comes out at 1.8464 eV. Its net charge is -3. For the frontier orbital gap, the calculation gives 8.24 eV. The electronic energy is -2171.19151 Ha. The highest occupied orbital energy comes out at -1.1 eV.

---

(5)
Computed, not measured: the molecule C4H4OS, with the ωB97M-V functional and the def2-TZVPD basis.

Last column: natural (NBO) charge in e.
Atoms and positions in Å:
C  -0.7954  1.5360  0.1897  -0.0738
C  -1.4678  0.4263  0.1428  -0.3637
C  1.8511  0.1413  0.1994  0.1168
C  -0.4240  -0.8442  -0.0212  -0.0634
O  0.9228  -0.8234  0.3608  -0.5033
S  3.4034  0.3227  -0.1034  0.0854
H  0.2431  1.6571  0.3926  0.1814
H  -0.4393  -0.7760  -1.0987  0.1828
H  -2.4064  0.1143  -0.2772  0.2334
H  -0.8874  -1.7541  0.2151  0.2045

The relative energy (zero: lowest compared OMol25 entry of this formula, charge and spin) comes out at 6.3467 eV. For the frontier orbital gap (spin up / spin down), the calculation gives 7.33 / 8.57 eV. The electronic energy is -628.00176 Ha. The highest occupied orbital energy (spin up / spin down) comes out at -7.8 / -8.9 eV.

---

Which value of electronic energy does entry 1 give?
-2427.51066 Ha

---

Which of these has the highest electronic energy?
C5H8O2

---

Among the records above, which one has the lowest electronic energy?
C33H92N8O9